Record 1
Computed, not measured: C36H30I2NO5PdSSb2 as an isolated structure, with ωB97M-V with the def2-TZVPD basis set.

Geometry as XYZ:
```
78
Properties=species:S:1:pos:R:3:forces:R:3
Pd 1.8805 -0.3125 0.5550 -0.25 -0.21 -0.23
I 3.5104 -4.6294 -2.0806 -0.02 -0.02 0.01
C 4.5753 -3.1528 -1.0754 0.03 0.00 0.03
C 5.9187 -3.2975 -0.8387 -0.01 0.02 0.00
C 6.6333 -2.2927 -0.1564 0.02 -0.02 0.02
I 8.6683 -2.6751 0.1797 -0.01 0.01 -0.01
C 6.0398 -1.1268 0.2680 0.02 0.00 -0.05
C 6.7093 -0.0125 0.9180 0.02 0.05 -0.05
C 6.0321 1.0704 1.2966 -0.02 -0.03 0.00
C 4.5520 1.1749 1.1206 -0.05 0.12 0.11
N 3.9831 0.1576 0.2790 -0.32 -0.43 0.56
C 4.6399 -0.9539 0.0112 0.08 0.17 -0.22
C 3.8543 -2.0147 -0.6270 -0.01 -0.01 -0.01
O 2.6011 -1.8969 -0.7533 -0.01 -0.09 -0.14
H 6.4325 -4.1884 -1.1701 0.01 0.01 0.00
H 7.7796 -0.0706 1.0663 0.00 0.00 0.01
H 6.5286 1.9116 1.7622 0.00 -0.02 0.05
H 4.2591 2.1478 0.7241 0.03 0.00 -0.09
C -0.5791 -1.0022 -1.5844 -0.18 -0.07 0.02
C -1.1561 0.3732 -1.9341 0.01 0.01 -0.13
C -0.4506 1.6037 -1.3513 0.04 0.01 0.06
Sb -1.2028 2.3073 0.5671 0.00 -0.25 -0.16
C -0.6830 4.3668 0.2557 0.07 -0.05 0.08
C -1.2234 5.3083 1.1293 -0.02 0.04 -0.06
C -0.8920 6.6514 1.0230 -0.01 0.00 0.00
C 0.0005 7.0707 0.0459 0.01 0.00 0.00
C 0.5574 6.1416 -0.8201 -0.02 0.00 0.01
C 0.2190 4.7980 -0.7124 -0.01 -0.05 -0.01
C -3.1914 2.5051 -0.2949 0.04 0.08 0.12
C -3.4940 3.4286 -1.2952 0.03 0.01 0.01
C -4.7703 3.5064 -1.8348 0.00 -0.01 -0.02
C -5.7709 2.6540 -1.3838 0.00 0.00 0.00
C -5.4874 1.7270 -0.3924 0.01 0.01 -0.03
C -4.2081 1.6611 0.1485 0.06 -0.06 0.01
Sb -0.6879 -1.6149 0.4864 0.40 0.20 -0.31
C -2.7985 -2.0679 0.5337 0.14 0.07 0.11
C -3.2982 -2.6732 1.6864 -0.01 -0.01 0.01
C -4.6378 -3.0179 1.7875 -0.01 0.00 0.00
C -5.5044 -2.7510 0.7348 0.01 0.01 0.01
C -5.0207 -2.1421 -0.4129 -0.01 0.00 0.00
C -3.6759 -1.8027 -0.5114 0.01 0.00 -0.07
C -0.0853 -3.6600 0.2729 -0.13 0.05 0.07
C -0.7107 -4.5433 -0.6014 -0.03 0.04 0.00
C -0.3547 -5.8845 -0.6238 0.02 -0.02 -0.03
C 0.6281 -6.3566 0.2358 0.01 0.01 0.00
C 1.2612 -5.4828 1.1074 0.00 0.00 -0.01
C 0.9053 -4.1402 1.1248 0.06 0.02 -0.04
H 0.4839 -1.0334 -1.8333 0.02 -0.06 0.06
H -1.0681 -1.7728 -2.1871 -0.03 -0.01 0.00
H -2.2244 0.4293 -1.7012 0.03 -0.04 -0.02
H -1.0934 0.4506 -3.0261 -0.05 0.05 0.00
H -0.6431 2.4526 -2.0113 0.04 0.00 -0.03
H 0.6339 1.4615 -1.2976 -0.05 -0.03 0.07
H -1.9141 4.9931 1.9046 0.01 0.01 0.01
H -1.3213 7.3702 1.7103 0.00 0.00 0.00
H 0.2719 8.1164 -0.0304 -0.01 0.00 -0.01
H 1.2636 6.4613 -1.5768 0.01 -0.01 0.00
H 0.6761 4.0832 -1.3866 0.02 0.02 0.02
H -2.7232 4.1025 -1.6557 0.00 0.01 0.01
H -4.9865 4.2326 -2.6097 0.00 0.00 0.00
H -6.7677 2.7154 -1.8036 0.00 0.00 0.00
H -6.2581 1.0523 -0.0393 0.00 0.00 0.01
H -4.0008 0.9229 0.9175 -0.01 0.02 0.02
H -2.6325 -2.8864 2.5166 -0.01 0.01 0.00
H -5.0070 -3.4922 2.6886 0.00 0.00 0.00
H -6.5520 -3.0146 0.8114 0.00 0.00 0.00
H -5.6901 -1.9244 -1.2364 0.00 0.00 0.00
H -3.3240 -1.3232 -1.4168 0.01 -0.04 0.01
H -1.4907 -4.1872 -1.2664 -0.02 -0.01 0.01
H -0.8459 -6.5624 -1.3118 0.00 0.00 0.00
H 0.9066 -7.4032 0.2189 0.00 0.00 0.00
H 2.0382 -5.8442 1.7698 0.00 0.01 0.00
H 1.4157 -3.4573 1.7964 -0.02 -0.01 0.01
O 2.4177 2.3838 3.7891 0.08 -0.02 0.04
S 2.4171 1.4892 2.6693 -0.37 0.25 -0.02
O 1.7458 0.2084 2.8921 0.14 0.20 0.16
O 2.0014 2.0786 1.3856 -0.04 0.09 0.18
O 3.9848 1.0951 2.4543 0.27 -0.02 -0.18
```
Positions in Å, forces in eV/Å.

Results
Total charge: -1
Energy (hartree): -3422.76159
Orbital gap (alpha / beta) (eV): 6.79 / 6.35
Largest force on an atom (eV/A): 0.78
E_LUMO (alpha / beta) (eV): 2.1 / 1.0
Multiplicity: 3
Highest occupied orbital energy (alpha / beta) (eV): -4.7 / -5.4

---

Record 2
Computed, not measured: a 7-piece molecular cluster, C10H36NO11 overall at a distorted geometry, with ωB97M-V with the def2-TZVPD basis set.

Geometry as XYZ:
```
58
Properties=species:S:1:pos:R:3:forces:R:3
N 0.6597 0.6598 -0.0005 -0.45 -1.02 0.50
H 1.1185 1.1501 -0.7551 0.25 0.58 -1.13
H -0.3379 0.7472 0.1307 -0.24 0.55 -0.70
H 1.0356 0.8837 0.9098 0.30 0.53 0.55
H 0.7788 -0.3431 -0.0144 0.44 -1.06 -0.63
O 2.3936 2.0770 -1.5738 -0.63 0.14 0.57
H 3.0667 1.6725 -1.0264 0.64 0.05 -0.07
H 2.5707 1.7474 -2.4548 0.24 -0.26 -0.61
C -2.5549 1.3107 -2.5249 -2.48 0.73 -0.83
C -3.6963 2.1799 -1.8733 1.45 0.32 -1.90
O -3.0844 3.0554 -0.9173 -0.54 -0.95 2.17
O -2.1281 0.3866 -1.5684 1.39 -0.26 0.87
H -1.7505 1.9137 -2.9459 0.40 0.14 0.85
H -2.9229 0.8572 -3.4452 -0.38 -0.49 0.13
H -4.4654 1.5183 -1.4749 0.44 0.01 1.04
H -4.3133 2.7603 -2.5592 0.54 0.22 -0.49
H -2.4695 3.7332 -1.2075 -0.28 -0.07 -1.02
H -2.6365 -0.4248 -1.4995 -0.32 0.12 -0.65
C 1.8925 1.2926 3.3768 1.54 -1.06 2.57
C 2.1442 0.2765 4.5210 0.42 -0.67 -0.55
O 1.0229 0.1480 5.3454 -0.95 0.55 0.55
O 0.9611 0.6827 2.5191 -0.24 0.66 0.03
H 2.8669 1.5227 2.9458 -0.37 -0.11 -0.77
H 1.5394 2.1834 3.8963 -0.37 0.33 -0.47
H 3.0828 0.4279 5.0540 -0.08 0.41 0.17
H 2.1735 -0.7514 4.1598 0.65 0.14 -0.81
H 0.9950 0.8593 5.9896 -0.04 0.10 0.22
H 0.2693 0.3949 3.1193 -0.32 -0.30 0.13
C -3.5733 1.7859 2.5458 -0.80 1.82 2.49
C -2.8669 0.8037 1.5823 2.01 -0.40 -1.80
O -1.7645 1.4509 1.0177 -0.89 -0.79 1.57
O -2.6732 2.4737 3.3935 -1.66 -2.03 -0.12
H -4.3643 1.2722 3.0922 0.65 -0.36 0.68
H -4.1374 2.5812 2.0585 0.36 0.16 -1.38
H -3.5777 0.4667 0.8278 -0.42 0.46 0.03
H -2.4991 -0.0905 2.0853 -0.07 0.32 0.64
H -2.0877 2.0491 0.3400 -0.65 0.79 -1.55
H -2.0962 3.0173 2.8521 0.61 0.54 -0.46
C -0.2113 -3.1422 -0.3518 1.88 -1.09 0.06
C 0.4239 -4.5356 -0.2427 -0.73 -1.48 -2.00
O 1.4358 -4.7784 -1.2670 -0.43 1.46 0.76
O 0.6730 -2.2553 0.3840 -1.23 0.64 -0.34
H -1.2306 -3.1610 0.0341 0.04 0.07 0.32
H -0.2703 -2.8506 -1.4004 0.29 0.17 0.06
H -0.3623 -5.2353 -0.5263 -0.41 -0.17 0.35
H 0.7415 -4.8291 0.7579 0.22 0.49 0.10
H 1.9278 -5.5857 -1.1003 -0.14 -0.10 0.29
H 0.4052 -2.4347 1.2883 0.50 0.16 0.40
C 2.1993 -1.2924 -3.6714 0.76 -0.91 0.71
C 3.4936 -1.0793 -2.9082 -0.67 0.52 0.71
O 4.1332 0.1696 -3.1957 -0.43 -0.42 0.19
O 1.2037 -0.2981 -3.3609 0.69 -0.07 -0.62
H 1.7506 -2.2067 -3.2831 0.48 -0.55 -0.23
H 2.5403 -1.4699 -4.6914 -1.01 0.65 -0.63
H 4.1927 -1.9055 -3.0375 -0.21 -0.13 -0.18
H 3.1738 -1.0902 -1.8662 0.47 0.29 0.39
H 4.8113 -0.0067 -3.8520 0.10 0.23 -0.11
H 0.3982 -0.7450 -3.6313 -0.31 0.41 -0.04
```
Positions in Å, forces in eV/Å.

Results
Total charge: +2
Energy (hartree): -1284.22430
Orbital gap (alpha / beta) (eV): 9.25 / 2.47
Largest force on an atom (eV/A): 3.18
E_LUMO (alpha / beta) (eV): -5.5 / -12.3
Multiplicity: 2
Highest occupied orbital energy (alpha / beta) (eV): -14.8 / -14.8

---

Record 3
Computed, not measured: a 3-piece molecular cluster, C4H11NO2S overall at a distorted geometry, with ωB97M-V with the def2-TZVPD basis set.

Geometry as XYZ:
```
19
Properties=species:S:1:pos:R:3:forces:R:3
C 0.5307 -1.5958 -0.0892 -0.58 -1.02 1.97
N -0.5977 -0.6765 0.2926 0.03 -0.09 0.95
C -0.0946 0.6470 0.2337 -0.87 -1.72 -0.75
C -0.4544 1.5243 -0.7175 -0.16 0.17 1.18
S 3.0369 -0.1118 -1.3282 0.79 -0.09 1.39
C 0.8679 0.8348 1.4223 -2.92 0.20 2.17
O 0.6092 -0.0499 2.4017 1.65 2.73 -1.84
H 0.7470 -1.7355 -1.1340 -0.54 0.21 -0.37
H 1.4159 -1.1774 0.3826 0.13 -0.71 -0.21
H 0.3374 -2.5763 0.4211 0.08 0.75 -0.72
H -0.6818 -0.8231 1.3445 0.16 -0.17 -1.70
H 1.8814 0.5309 0.9206 1.35 -0.29 -1.48
H -1.3485 1.5356 -1.3680 0.80 -0.74 0.43
H 0.0644 2.4364 -0.6037 0.53 1.28 -0.41
H 2.2139 0.7462 -1.8628 -0.77 0.77 -0.36
H 0.9485 1.9398 1.6824 0.60 -1.16 0.16
H -2.5586 -0.3333 -0.1181 -0.53 -0.52 -1.14
H -3.8958 -0.7371 -0.8886 -0.45 -0.16 0.36
O -3.0219 -0.3784 -0.9915 0.70 0.58 0.38
```
Positions in Å, forces in eV/Å.

Results
Energy (hartree): -762.15539
Orbital gap (eV): 4.38
Largest force on an atom (eV/A): 3.68
E_LUMO (eV): -4.5
Highest occupied orbital energy (eV): -8.9